[1]
46
Properties=species:S:1:pos:R:3 method="wB97M-V/def2-TZVPD" multiplicity=5 lumo_ha="-0.2250 / -0.3752" charge=+2
Os -0.25160 -0.39282 -0.09192
O 0.90638 1.10132 0.80491
C 0.36129 2.29667 1.46484
C -0.20500 3.27210 0.45861
C -1.21090 2.64370 -0.51711
C -2.30031 1.86792 0.17013
C -3.52226 2.44692 0.46871
C -4.49547 1.71362 1.12608
C -4.22762 0.39737 1.47444
C -3.00162 -0.13235 1.14479
N -2.05113 0.58570 0.51649
H 1.74764 1.29116 0.36350
H 1.16596 2.72699 2.05652
H -0.39580 1.90754 2.14104
H 0.59682 3.74249 -0.11354
H -0.68577 4.06883 1.03167
H -0.69117 1.99799 -1.23554
H -1.65825 3.43232 -1.12040
H -3.70486 3.47094 0.17230
H -5.45322 2.16000 1.35783
H -4.95747 -0.21382 1.98505
H -2.75020 -1.15762 1.38183
Cl -2.37008 -3.45292 -3.63594
C -2.41777 -3.62472 -1.88458
Cl -2.41273 -5.32320 -1.37940
C -1.19262 -2.90953 -1.32175
O -0.09539 -3.41475 -1.27809
O -1.48734 -1.69234 -0.91347
H -3.33421 -3.17615 -1.52068
N 2.38312 -0.80374 -1.80290
C 1.35844 -0.65175 -1.28537
C 0.15037 -5.24079 1.63720
N 1.12599 -4.63158 0.76792
C 1.86828 -5.39316 -0.21212
C 2.76526 -4.35660 -0.86983
N 2.48686 -3.17217 -0.09141
C 1.47601 -3.29775 0.76199
S 0.73212 -2.09930 1.68446
H -0.57611 -5.77550 1.02178
H -0.33603 -4.47591 2.23283
H 0.66462 -5.96064 2.28078
H 1.15764 -5.85441 -0.90630
H 2.41422 -6.19501 0.29653
H 2.49061 -4.15869 -1.91047
H 3.82840 -4.60144 -0.83211
H 2.84300 -2.25050 -0.36186

---

[2]
75
Properties=species:S:1:pos:R:3 method="wB97M-V/def2-TZVPD" multiplicity=2 lumo_ha="-0.2280 / -0.3262" charge=+2
Ti 0.30841 0.20702 0.30791
C -2.19291 -2.42268 1.48138
C -0.86345 -1.98740 2.05886
C 0.29164 -2.80857 1.52017
C -0.87280 -1.95430 3.57331
O -0.63484 -0.58346 1.59529
Ge -1.74182 1.24598 2.40981
O -0.35123 1.81958 0.52496
C -0.37437 3.15306 -0.17431
C -1.52022 3.93058 0.43966
C 0.96569 3.80216 0.09544
C -0.60072 2.88018 -1.64553
O -0.46289 1.52354 3.52246
C -0.04925 2.30052 4.69601
C 0.60334 1.31124 5.64119
C -1.28286 2.94011 5.30770
C 0.94035 3.33803 4.20098
H -2.38322 -3.45675 1.77067
H -2.18234 -2.35984 0.39313
H -3.01247 -1.81151 1.86242
H 0.21005 -3.83371 1.88161
H 1.24923 -2.41347 1.86404
H 0.28185 -2.83922 0.42734
H -0.99133 -2.96932 3.95279
H -1.70592 -1.36139 3.95786
H 0.05687 -1.54080 3.96489
H -1.35665 4.10047 1.50738
H -2.47545 3.42355 0.29189
H -1.58503 4.90714 -0.03961
H 1.12943 3.92847 1.16584
H 0.98500 4.78652 -0.37321
H 1.77721 3.20697 -0.32501
H -1.49966 2.28291 -1.80036
H 0.25441 2.36372 -2.08444
H -0.72677 3.82923 -2.16697
H -0.12507 0.59226 6.01857
H 1.03005 1.84020 6.49426
H 1.40553 0.77472 5.13421
H -2.01604 2.17912 5.58193
H -1.74167 3.65198 4.61655
H -1.01647 3.48568 6.21322
H 1.80217 2.85465 3.73742
H 1.29601 3.94332 5.03540
H 0.47345 4.00745 3.47560
F 6.37548 0.82955 3.28394
C 5.47673 0.68783 2.32721
C 4.13986 0.52478 2.65253
F 3.73973 0.50813 3.91936
C 3.24328 0.38249 1.61993
F 1.91084 0.20660 1.92974
C 3.57700 0.38898 0.28838
S 2.34147 0.17646 -0.95117
C 4.92123 0.55254 -0.00966
F 5.32787 0.56990 -1.27240
C 5.86423 0.70127 0.99551
F 7.13960 0.85786 0.69066
C -2.30534 -4.69190 -9.71634
C -1.64967 -4.27624 -8.44064
O -0.50915 -4.19553 -8.16762
S -3.02061 -3.94500 -7.13035
C -2.31641 -3.17941 -5.80589
C -0.95542 -2.76492 -5.68123
C -0.55317 -2.13063 -4.54611
C -1.46416 -1.88019 -3.48499
C -2.81619 -2.29550 -3.60387
C -3.23449 -2.92649 -4.73203
C -1.01268 -1.21951 -2.32900
C -0.55061 -0.65326 -1.35063
H -1.53660 -4.92343 -10.44828
H -2.94959 -3.88773 -10.07508
H -2.93109 -5.56873 -9.53560
H -0.25317 -2.95839 -6.47527
H 0.47386 -1.80954 -4.43791
H -3.50423 -2.10194 -2.79294
H -4.26383 -3.24607 -4.83296

---

[3]
29
Properties=species:S:1:pos:R:3 method="wB97M-V/def2-TZVPD" multiplicity=2 lumo_ha="-0.1816 / -0.2074" charge=+1
Re 0.30111 0.49136 -0.54285
S -1.35149 -2.95680 1.76368
C -0.75048 -1.72512 0.97509
S 0.46006 -0.49962 1.46570
S -1.08479 -1.19726 -0.73784
F 0.66137 3.97294 -1.65006
Te -0.95484 3.10013 -1.80137
F -1.82634 4.45675 -0.95619
F -0.01145 1.61802 -2.59695
F -2.52199 2.18680 -2.08550
F -1.13685 3.83878 -3.45591
O -0.58954 2.13494 -0.21256
C 2.80890 -2.01734 -1.04233
C 3.10907 -0.57130 -1.20779
O 2.16148 0.26816 -1.12187
C 4.43507 -0.06730 -1.45553
C 4.63744 1.31019 -1.64370
C 5.90897 1.79365 -1.86199
C 6.98820 0.91469 -1.88853
C 6.80118 -0.45004 -1.69999
C 5.53027 -0.94387 -1.48874
H 1.73887 -2.19769 -1.11958
H 3.14613 -2.33430 -0.05114
H 3.33688 -2.61598 -1.78162
H 3.79424 1.98621 -1.62337
H 6.06753 2.85225 -2.01215
H 7.98557 1.29803 -2.05901
H 7.64696 -1.12256 -1.72066
H 5.39186 -2.00563 -1.34034

---

[4]
104
Properties=species:S:1:pos:R:3 method="wB97M-V/def2-TZVPD" multiplicity=2 lumo_ha="0.0380 / 0.0732" charge=-1
Co -0.30220 0.07881 1.05259
O -0.99694 6.80512 2.58858
C -0.99371 5.93299 3.47208
O -1.12635 6.00872 4.70250
C -0.85155 4.49725 2.93156
C -1.38135 3.40551 3.61253
C -1.27769 2.13066 3.07950
N -0.66951 1.89078 1.91855
C -0.15544 2.94681 1.25342
C -0.22137 4.24707 1.71362
C 0.40693 2.68553 -0.10987
O 1.17377 3.43120 -0.66150
O -0.05175 1.54227 -0.68579
H -1.86309 3.56862 4.56660
H -1.67824 1.26564 3.59412
H 0.16960 5.06593 1.12837
F -4.27537 -2.90475 -0.94363
C -4.05204 -1.59845 -1.05368
F -3.54777 -1.35644 -2.26950
F -5.20466 -0.95014 -0.93415
S -2.83708 -1.01034 0.20786
O -1.56074 -1.58454 -0.19121
O -2.86213 0.42633 0.17820
N -3.50203 -1.61345 1.49499
S -2.65902 -1.71939 2.81895
O -1.31977 -1.17780 2.67455
O -3.40948 -1.35729 3.97515
C -2.44662 -3.54753 2.99879
F -2.01442 -4.11054 1.87325
F -3.61295 -4.10420 3.32304
F -1.56552 -3.79643 3.97285
C 0.84517 -3.28149 1.43769
C 2.09339 -2.51584 0.98135
C 2.13264 -2.65968 -0.54679
C 3.31224 -3.25370 1.55438
Si 1.99338 -0.63790 1.51800
C 2.34865 -0.46975 3.42832
C 1.82555 0.87158 3.95998
C 3.84524 -0.56001 3.76999
C 1.64554 -1.55615 4.25640
C 3.33820 0.38279 0.52274
C 3.51370 1.78123 1.13390
C 2.99231 0.59018 -0.96111
C 4.72054 -0.29528 0.53231
H 0.94619 -4.33437 1.14978
H -0.04957 -2.89863 0.95496
H 0.69298 -3.24772 2.51453
H 2.01476 -3.71800 -0.80473
H 3.07519 -2.32511 -0.98010
H 1.31677 -2.11575 -1.02999
H 3.31504 -4.27797 1.16331
H 3.27352 -3.32746 2.64119
H 4.26377 -2.79801 1.28269
H 2.17812 1.73711 3.40052
H 2.14784 0.99619 4.99907
H 0.73903 0.89044 3.95473
H 4.41824 0.28377 3.38745
H 4.30874 -1.47753 3.40683
H 3.95104 -0.54981 4.86022
H 0.57456 -1.59537 4.06886
H 1.78644 -1.32409 5.31746
H 2.06235 -2.54971 4.08881
H 2.57358 2.32288 1.25319
H 4.14358 2.38505 0.47328
H 4.00033 1.74715 2.10853
H 2.10125 1.18881 -1.10657
H 2.86338 -0.34711 -1.49975
H 3.81817 1.12905 -1.43744
H 5.08813 -0.52106 1.53238
H 5.43996 0.38568 0.06476
H 4.73060 -1.21665 -0.04987
C -0.43026 -0.22581 -2.91743
Ge -0.67846 1.63961 -2.44302
C -2.54248 2.14659 -2.33172
C -3.42811 1.62431 -3.26895
C -4.76680 1.99343 -3.26020
C -5.22863 2.89099 -2.31101
C -4.35420 3.41751 -1.36971
C -3.02068 3.04411 -1.37970
C 0.26838 3.05193 -3.39796
C -0.35694 4.27269 -3.40507
C 0.23128 5.40846 -4.00064
C 1.44762 5.30477 -4.60040
C 2.13265 4.06560 -4.63271
C 3.39823 3.95692 -5.25804
C 4.07104 2.77120 -5.28111
C 3.50250 1.63595 -4.66878
C 2.28250 1.71587 -4.06004
C 1.54840 2.92687 -4.02546
H -0.66492 -0.41952 -3.96366
H -1.08403 -0.82286 -2.28602
H 0.59581 -0.52604 -2.71486
H -3.08371 0.91324 -4.01205
H -5.44778 1.57358 -3.98975
H -6.27229 3.17777 -2.29897
H -4.71151 4.11024 -0.61933
H -2.35976 3.44206 -0.61797
H -1.33007 4.39069 -2.94418
H -0.28871 6.35641 -3.96590
H 1.91556 6.16932 -5.05546
H 3.82500 4.84174 -5.71522
H 5.03971 2.69969 -5.75906
H 4.03971 0.69652 -4.67515
H 1.87022 0.83396 -3.59337

---

> Look up the charge of the fourth one.

-1

---

> Among the records above, which one has the lowest charge?

C38H45CoF6GeN2O8S2Si

---

> What is the charge in the third record?

+1